[1]
{"formula": "C26H25AsCl2N4O7PbS", "method": "the ωB97M-V functional and the def2-TZVPD basis", "relative_energy_kj_mol": 0.0, "homo_energy_ev": -1.597, "total_energy_ev": -149616.2190, "charge": -2, "orbital_gap_ev": 5.72, "lumo_ev": 4.123, "symbols": ["Pb", "C", "C", "C", "C", "N", "C", "C", "C", "C", "C", "C", "N", "H", "H", "H", "H", "H", "H", "H", "H", "O", "As", "O", "O", "C", "C", "C", "C", "C", "C", "S", "O", "O", "O", "H", "H", "H", "H", "H", "C", "N", "C", "C", "C", "O", "H", "H", "H", "H", "H", "H", "H", "H", "H", "Cl", "C", "C", "C", "C", "C", "Cl", "C", "N", "H", "H", "H"], "coordinates": [[1.009, 0.279, -0.161], [0.172, 3.431, 4.646], [-0.908, 2.999, 3.955], [-1.381, 2.670, 2.623], [-0.970, 2.798, 1.356], [0.243, 3.311, 0.905], [1.160, 3.759, 0.337], [-1.829, 2.446, 0.197], [-3.103, 2.962, 0.081], [-3.818, 2.709, -1.087], [-3.224, 2.012, -2.105], [-1.925, 1.528, -1.908], [-1.250, 1.706, -0.764], [1.843, 4.966, 3.981], [-1.726, 2.910, 4.673], [-2.375, 2.227, 2.652], [1.554, 1.989, 3.037], [-3.507, 3.570, 0.878], [-4.832, 3.072, -1.198], [-3.732, 1.749, -3.020], [-0.771, 0.172, -2.621], [-0.503, -2.888, -3.514], [-0.784, -2.548, -1.816], [-0.296, -3.831, -0.935], [0.143, -1.109, -1.641], [-2.635, -2.085, -1.578], [-3.071, -2.208, -0.258], [-4.380, -1.896, 0.067], [-5.252, -1.471, -0.929], [-4.811, -1.349, -2.233], [-3.499, -1.651, -2.578], [-3.087, -1.443, -4.407], [-3.609, -2.740, -4.928], [-3.995, -0.301, -4.743], [-1.362, 0.900, -2.937], [-0.356, -3.840, -3.574], [-2.393, -2.567, 0.507], [-4.714, -1.982, 1.092], [-6.278, -1.222, -0.677], [-5.458, -0.990, -3.026], [1.583, -3.924, 2.057], [2.767, -3.080, 2.204], [3.539, -3.277, 3.414], [2.995, -2.067, 1.351], [4.211, -1.205, 1.554], [2.227, -1.828, 0.402], [1.873, -4.962, 2.234], [1.157, -3.824, 1.064], [0.832, -3.635, 2.793], [2.862, -3.611, 4.199], [3.987, -2.346, 3.752], [4.319, -4.033, 3.278], [5.074, -1.762, 1.918], [3.972, -0.416, 2.269], [4.455, -0.746, 0.599], [-1.695, -2.827, 3.817], [-0.348, -1.694, 4.011], [0.134, -1.598, 5.350], [1.186, -0.975, 5.923], [2.202, -0.236, 5.229], [2.571, 0.597, 4.327], [1.770, 3.504, 3.509], [-0.093, -1.013, 2.834], [-0.076, -0.514, 1.766], [-0.494, -2.149, 6.042], [1.320, -1.089, 6.990], [3.281, -0.340, 5.553]], "forces_ev_per_angstrom": [[-0.1, -0.3, 0.2], [-0.2, 0.0, -0.1], [0.2, 0.2, 0.1], [-0.1, -0.2, 0.1], [0.3, 0.1, -0.2], [0.1, 0.2, 0.1], [-0.1, -0.1, 0.1], [0.0, 0.0, 0.1], [0.0, 0.0, 0.1], [0.0, 0.0, 0.0], [-0.1, -0.1, 0.0], [0.0, 0.1, 0.3], [-0.2, -0.2, -0.7], [0.1, -0.3, 0.1], [0.1, 0.0, 0.0], [0.0, 0.0, 0.0], [-0.2, -0.6, 0.3], [0.0, 0.0, 0.0], [0.0, 0.0, 0.0], [0.0, 0.0, -0.2], [0.1, 0.2, 0.0], [0.1, -0.1, 0.0], [0.4, 0.1, 0.0], [0.0, 0.0, 0.2], [-0.5, 0.3, -0.1], [0.1, 0.0, -0.1], [-0.1, 0.0, 0.0], [0.1, 0.0, 0.0], [0.0, 0.0, 0.0], [0.0, 0.0, 0.0], [0.0, 0.1, -0.1], [0.1, 0.1, -0.1], [0.0, 0.0, 0.0], [-0.1, 0.0, 0.1], [0.3, -0.4, 0.3], [-0.1, 0.0, 0.0], [0.1, 0.0, 0.1], [0.0, 0.0, 0.1], [0.0, 0.0, 0.0], [0.0, 0.0, 0.0], [0.1, 0.0, 0.0], [-0.1, 0.2, -0.2], [0.0, 0.1, 0.1], [-0.3, 0.0, -0.1], [0.1, 0.0, 0.0], [0.3, -0.1, 0.2], [0.0, 0.0, 0.0], [0.0, 0.0, -0.2], [0.0, 0.0, 0.1], [0.0, 0.0, 0.0], [0.0, 0.0, 0.0], [0.0, 0.0, 0.0], [0.0, 0.0, 0.0], [0.0, 0.1, 0.1], [0.0, 0.0, 0.0], [-0.2, -0.1, -0.2], [0.1, 0.3, -0.3], [-0.1, 0.2, -0.1], [-0.3, -0.3, 0.0], [-0.1, -0.4, 0.6], [1.2, 0.7, -1.2], [0.0, 0.6, -0.2], [-0.3, 0.0, -0.2], [0.1, -0.2, 0.8], [0.0, 0.0, 0.0], [0.0, 0.0, 0.0], [-0.3, 0.0, 0.0]]}

[2]
{"formula": "C26H25Br2NO2", "method": "the ωB97M-V functional and the def2-TZVPD basis", "relative_energy_kj_mol": 151.3, "homo_energy_ev": -5.945, "total_energy_ev": -173033.9061, "charge": 0, "orbital_gap_ev": 4.82, "lumo_ev": -1.126, "symbols": ["C", "O", "C", "C", "C", "C", "C", "C", "C", "C", "Br", "C", "O", "C", "Br", "C", "C", "C", "H", "H", "H", "H", "H", "H", "H", "H", "H", "H", "C", "N", "C", "C", "C", "C", "C", "C", "C", "C", "C", "C", "C", "H", "H", "H", "H", "H", "H", "H", "H", "H", "H", "H", "H", "H", "H", "H"], "coordinates": [[0.323, -0.480, 7.472], [1.329, -0.995, 6.588], [1.581, -0.346, 5.423], [0.917, 0.857, 5.075], [1.105, 1.409, 3.809], [1.932, 0.797, 2.856], [2.183, 1.421, 1.446], [1.057, 2.275, 0.913], [1.440, 3.154, -0.097], [0.559, 4.002, -0.706], [1.137, 5.139, -2.128], [-0.848, 4.086, -0.302], [-1.679, 4.810, -0.847], [-1.211, 3.103, 0.779], [-2.983, 3.214, 1.418], [-0.287, 2.224, 1.310], [2.633, -0.339, 3.222], [2.504, -0.911, 4.491], [0.195, -1.241, 8.253], [0.663, 0.463, 7.925], [-0.625, -0.301, 6.943], [0.256, 1.357, 5.798], [0.603, 2.359, 3.603], [3.119, 2.095, 1.569], [2.466, 3.163, -0.449], [-0.666, 1.515, 2.054], [3.291, -0.845, 2.515], [3.017, -1.851, 4.765], [4.127, 1.511, -3.244], [3.984, 1.176, -1.805], [2.840, 0.688, -1.330], [2.503, 0.459, 0.116], [1.411, -0.655, 0.043], [0.909, -0.757, -1.441], [1.859, 0.105, -2.297], [5.141, 1.421, -0.954], [5.328, 2.654, -0.300], [6.431, 2.832, 0.530], [7.387, 1.826, 0.666], [7.262, 0.647, -0.070], [6.164, 0.458, -0.901], [5.138, 1.884, -3.404], [3.996, 0.592, -3.807], [3.390, 2.273, -3.522], [3.427, 0.228, 0.654], [1.845, -1.607, 0.424], [0.613, -0.365, 0.730], [0.970, -1.818, -1.699], [-0.135, -0.438, -1.502], [1.277, 0.896, -2.811], [2.288, -0.522, -3.108], [4.589, 3.464, -0.443], [6.553, 3.768, 1.071], [8.246, 1.961, 1.299], [8.008, -0.142, -0.003], [6.040, -0.460, -1.512]], "forces_ev_per_angstrom": [[0.3, 0.1, -0.2], [0.1, -0.2, 0.1], [-0.1, 0.7, -1.0], [0.5, -0.6, 0.2], [0.1, 0.3, 0.1], [0.3, -0.1, -1.4], [-0.3, 2.7, -0.8], [0.3, 0.1, 0.7], [-0.3, 0.4, -0.3], [-0.8, 0.0, 0.4], [-0.1, -0.2, 0.2], [-0.3, -1.1, 0.4], [0.0, 0.3, 0.0], [1.3, 0.9, -1.2], [0.1, -0.2, 0.0], [-0.7, 0.2, 0.0], [0.1, -0.7, 0.9], [-0.9, -0.1, 0.8], [0.0, 0.3, -0.3], [-0.1, -0.2, -0.1], [0.2, -0.2, 0.1], [0.4, -0.3, -0.5], [0.3, -0.5, -0.1], [-1.3, -1.1, -0.3], [0.0, 0.0, 0.1], [0.4, 0.2, -0.3], [-0.1, 0.2, 0.1], [-0.3, 0.7, -0.2], [0.1, -0.3, 0.4], [-0.5, 0.1, 0.8], [1.1, 0.9, 0.4], [0.6, -1.8, 1.1], [0.6, 0.1, 0.3], [0.2, -0.4, 1.2], [-1.2, -0.2, -0.2], [0.8, 0.8, 0.3], [-0.8, -0.2, -0.3], [0.1, 0.0, 0.0], [-0.4, -0.2, -0.5], [-0.1, 0.0, -0.1], [-1.0, -0.4, -0.4], [-0.2, 0.0, 0.1], [-0.1, 0.1, -0.3], [0.1, -0.2, 0.0], [0.5, -1.3, -0.9], [-0.4, 0.5, -0.4], [-0.1, -0.1, -0.2], [-0.1, 0.3, -0.4], [0.3, 0.0, -0.1], [0.4, -0.1, 0.3], [0.3, 0.6, 0.6], [0.5, -0.6, 0.2], [-0.1, -0.2, -0.2], [0.1, 0.1, 0.2], [-0.1, 0.2, 0.0], [0.2, 0.6, 0.6]]}

[3]
{"formula": "C26H25BrN4O4", "method": "the ωB97M-V functional and the def2-TZVPD basis", "smiles": "NC(=O)C[C@H](NC(=O)Cc1ccc(Br)cc1)c1ccc(N2CCc3ccccc3C2)c([N+](=O)[O-])c1", "homo_energy_ev": -8.015, "total_energy_ev": -111559.8637, "charge": 0, "orbital_gap_ev": 7.94, "lumo_ev": -0.079, "symbols": ["N", "C", "O", "C", "H", "H", "C", "N", "C", "O", "C", "C", "C", "C", "C", "C", "C", "H", "H", "Br", "H", "H", "H", "H", "H", "C", "C", "C", "C", "N", "C", "H", "C", "C", "C", "C", "C", "C", "C", "C", "H", "H", "H", "H", "H", "H", "H", "H", "H", "C", "C", "H", "H", "N", "O", "O", "H", "H", "H", "H"], "coordinates": [[-5.469, -3.021, -2.000], [-4.962, -2.589, -0.822], [-4.661, -3.348, 0.068], [-4.831, -1.074, -0.734], [-5.831, -0.653, -0.606], [-4.410, -0.692, -1.667], [-3.955, -0.663, 0.451], [-4.012, 0.776, 0.638], [-3.841, 1.335, 1.863], [-3.984, 0.735, 2.902], [-3.419, 2.802, 1.781], [-2.065, 2.839, 1.129], [-1.005, 2.157, 1.720], [0.241, 2.134, 1.127], [0.429, 2.803, -0.072], [-0.610, 3.474, -0.688], [-1.856, 3.482, -0.085], [-2.669, 4.008, -0.565], [-0.452, 3.974, -1.630], [2.153, 2.813, -0.875], [1.060, 1.608, 1.594], [-1.164, 1.637, 2.653], [-3.372, 3.198, 2.796], [-4.148, 3.375, 1.207], [-3.747, 1.332, -0.162], [-2.520, -1.095, 0.255], [-1.715, -0.470, -0.668], [-0.381, -0.846, -0.859], [0.223, -1.828, -0.035], [1.555, -2.084, -0.023], [2.051, -3.305, 0.580], [2.065, -3.218, 1.676], [3.471, -3.606, 0.100], [4.346, -2.468, 0.523], [5.567, -2.612, 1.157], [6.281, -1.489, 1.541], [5.769, -0.225, 1.302], [4.542, -0.076, 0.676], [3.828, -1.198, 0.286], [2.527, -1.098, -0.451], [2.101, -0.099, -0.315], [2.731, -1.214, -1.530], [4.148, 0.910, 0.481], [6.325, 0.650, 1.603], [7.237, -1.601, 2.030], [5.962, -3.600, 1.344], [3.472, -3.696, -0.990], [3.811, -4.550, 0.525], [1.387, -4.128, 0.301], [-0.649, -2.495, 0.856], [-1.966, -2.142, 0.997], [-2.592, -2.674, 1.695], [-0.265, -3.285, 1.478], [0.228, -0.301, -2.018], [-0.136, 0.807, -2.390], [1.025, -0.993, -2.635], [-2.093, 0.307, -1.317], [-4.345, -1.120, 1.365], [-5.730, -2.394, -2.740], [-5.609, -4.008, -2.133]], "forces_ev_per_angstrom": [[-0.2, -0.3, -0.4], [-0.1, 0.5, -0.4], [0.1, -0.2, 0.5], [0.1, -0.1, 0.5], [0.0, 0.0, -0.1], [0.0, 0.0, -0.1], [-0.1, -0.2, 0.0], [-0.4, -0.2, -0.5], [-0.2, 0.6, -0.2], [0.1, -0.2, 0.4], [0.0, -0.2, 0.2], [0.1, 0.2, -0.1], [-0.1, 0.1, -0.1], [0.1, 0.0, -0.1], [0.1, 0.1, 0.0], [0.2, -0.1, 0.0], [0.0, 0.0, 0.1], [-0.1, 0.1, 0.0], [0.0, 0.0, -0.1], [-0.1, 0.0, 0.0], [0.1, 0.0, 0.0], [0.0, -0.1, 0.1], [-0.1, -0.1, -0.1], [0.0, 0.0, 0.0], [0.1, 0.1, 0.1], [0.1, -0.1, 0.1], [0.1, -0.1, 0.0], [-0.7, -0.5, 1.0], [-0.3, 0.3, -0.1], [0.2, -0.2, -0.1], [0.0, -0.4, 0.1], [0.0, -0.1, -0.1], [-0.1, 0.1, 0.1], [0.0, 0.0, 0.0], [0.0, 0.0, 0.0], [0.1, 0.0, 0.1], [0.1, 0.1, 0.0], [0.0, -0.1, 0.0], [0.0, 0.0, 0.2], [0.3, 0.2, -0.5], [0.0, -0.1, -0.1], [0.0, 0.1, 0.4], [-0.1, 0.1, 0.0], [0.1, 0.1, 0.0], [0.1, 0.0, 0.1], [0.0, -0.1, 0.0], [0.0, -0.1, 0.0], [0.0, 0.0, 0.0], [0.0, 0.1, 0.1], [0.2, 0.0, 0.0], [0.0, 0.2, -0.2], [-0.1, -0.1, 0.1], [0.1, 0.0, 0.1], [0.3, 0.4, -0.9], [0.1, -0.1, -0.1], [-0.2, 0.1, -0.1], [0.0, 0.1, 0.0], [0.1, 0.1, -0.2], [0.0, 0.0, 0.1], [0.0, 0.0, 0.0]]}

[4]
{"formula": "C26H25CoN4O7S2", "method": "the ωB97M-V functional and the def2-TZVPD basis", "s_squared": 0.759, "homo_energy_ev": [-5.217, -5.188], "total_energy_ev": -106963.6003, "multiplicity": 2, "charge": -1, "orbital_gap_ev": [7.78, 7.75], "lumo_ev": [2.564, 2.564], "symbols": ["Co", "N", "C", "C", "C", "O", "O", "H", "H", "H", "H", "H", "H", "O", "C", "C", "O", "O", "C", "C", "C", "C", "C", "C", "C", "C", "C", "C", "C", "C", "H", "H", "H", "H", "H", "H", "H", "H", "H", "H", "H", "N", "C", "C", "C", "C", "C", "C", "S", "O", "O", "N", "C", "S", "C", "C", "N", "H", "H", "H", "H", "H", "H", "H", "H"], "coordinates": [[-0.082, -1.007, 1.853], [1.064, -1.084, 3.408], [0.582, -1.861, 4.560], [-0.869, -1.524, 4.899], [-1.878, -2.147, 3.915], [-2.702, -2.950, 4.328], [-1.764, -1.756, 2.695], [1.973, -1.399, 3.064], [1.190, -0.103, 3.657], [1.226, -1.667, 5.426], [0.677, -2.920, 4.308], [-0.988, -0.436, 4.881], [-1.103, -1.881, 5.902], [-1.383, -0.735, 0.389], [-1.438, 0.622, -0.115], [-0.557, 1.549, 0.794], [-0.427, 2.715, 0.458], [-0.068, 0.988, 1.831], [-2.897, 1.042, -0.081], [-3.783, 0.481, -0.998], [-5.137, 0.758, -0.931], [-5.623, 1.602, 0.058], [-4.748, 2.161, 0.975], [-3.391, 1.881, 0.909], [-0.878, 0.607, -1.522], [-1.128, 1.683, -2.370], [-0.634, 1.682, -3.662], [0.140, 0.622, -4.114], [0.415, -0.435, -3.263], [-0.098, -0.447, -1.973], [-2.138, -0.901, 0.988], [-3.399, -0.175, -1.768], [-5.813, 0.315, -1.649], [-6.682, 1.819, 0.116], [-5.121, 2.819, 1.750], [-2.713, 2.329, 1.623], [-1.719, 2.514, -2.010], [-0.853, 2.516, -4.319], [0.532, 0.624, -5.124], [1.033, -1.260, -3.594], [0.102, -1.288, -1.326], [2.467, 3.435, -3.295], [2.814, 2.398, -2.431], [3.610, 1.344, -2.869], [3.984, 0.337, -1.993], [3.587, 0.394, -0.669], [2.784, 1.441, -0.223], [2.389, 2.428, -1.100], [4.065, -0.851, 0.491], [4.798, -1.862, -0.245], [4.723, -0.194, 1.591], [2.677, -1.392, 1.059], [2.000, -2.373, 0.485], [2.533, -3.481, -0.755], [0.985, -4.261, -0.709], [0.191, -3.669, 0.206], [0.741, -2.600, 0.857], [2.458, 3.179, -4.270], [1.624, 3.918, -3.028], [3.929, 1.309, -3.904], [4.603, -0.487, -2.322], [2.446, 1.465, 0.804], [1.737, 3.219, -0.752], [0.761, -5.103, -1.337], [-0.826, -3.945, 0.441]], "forces_ev_per_angstrom": [[0.2, 0.2, -0.6], [0.2, 0.2, -0.1], [0.0, 0.0, 0.0], [0.0, -0.1, -0.1], [0.1, 0.1, 0.0], [-0.1, -0.1, 0.1], [0.0, -0.1, 0.0], [0.0, 0.0, 0.0], [0.0, -0.1, 0.1], [0.0, 0.0, 0.0], [0.0, 0.0, 0.0], [0.0, 0.0, 0.0], [0.0, 0.0, 0.0], [-0.1, 0.0, 0.1], [0.0, 0.1, 0.0], [-0.1, -0.1, -0.1], [-0.1, 0.1, 0.0], [0.0, -0.2, 0.3], [0.0, 0.0, 0.1], [0.0, 0.0, 0.0], [0.0, 0.0, 0.0], [0.0, 0.0, 0.0], [0.0, 0.0, 0.0], [0.0, 0.0, 0.0], [0.1, 0.1, 0.0], [0.0, 0.0, 0.0], [0.0, 0.1, 0.0], [0.0, 0.0, 0.0], [0.0, 0.0, 0.0], [0.0, 0.0, 0.0], [0.0, -0.1, -0.1], [0.0, 0.0, 0.0], [0.0, 0.0, 0.0], [0.0, 0.0, 0.0], [0.0, 0.0, 0.0], [0.0, 0.0, 0.0], [0.0, 0.0, 0.0], [0.0, 0.0, 0.0], [0.0, 0.0, 0.0], [0.0, 0.0, 0.0], [0.0, -0.1, 0.1], [0.0, 0.1, -0.1], [-0.1, -0.1, 0.1], [0.0, -0.1, 0.0], [0.1, 0.0, 0.0], [-0.1, 0.0, 0.1], [0.0, 0.0, -0.1], [0.1, 0.0, 0.0], [0.0, 0.1, 0.1], [0.0, 0.0, 0.0], [0.1, 0.0, -0.1], [0.3, 0.2, 0.2], [-0.2, -0.1, -0.1], [0.0, -0.1, -0.1], [0.0, 0.0, 0.1], [-0.2, -0.1, -0.2], [0.1, 0.0, 0.4], [0.0, 0.0, 0.0], [0.0, 0.0, 0.0], [0.0, 0.0, 0.0], [0.0, 0.0, 0.0], [0.0, 0.0, 0.0], [0.0, 0.0, 0.0], [0.0, -0.1, 0.0], [0.0, 0.0, 0.0]]}